DFT (the ωB97M-V functional and the def2-TZVPD basis) results for the ion C11H18NO with charge +1.

Each line ends with the Mulliken charge.
Geometry (Å):
H: -2.716 2.174 0.110  0.342
H: -0.961 1.271 -0.970  0.395
C: 1.199 0.705 2.565  -0.843
C: -2.397 1.116 0.413  -0.786
H: 3.342 1.122 2.238  0.463
H: -3.257 0.456 0.520  0.327
H: 0.622 -0.424 -2.558  0.377
C: -0.299 -0.133 0.384  0.087
H: 0.900 0.891 3.557  0.419
O: 0.773 1.951 0.438  -0.460
N: -1.410 0.571 -0.417  0.373
C: -2.049 -0.288 -1.471  -0.978
C: -0.740 -1.486 0.923  -2.127
C: 1.219 0.335 -2.025  -1.716
C: 2.360 0.870 1.918  -0.622
C: 1.886 -1.546 -0.491  -1.618
C: 1.233 -0.202 -0.569  1.309
H: -2.474 -1.064 -0.913  0.522
H: 1.286 -2.266 -1.128  0.319
C: 1.703 0.973 0.463  0.101
H: -1.343 -0.584 -2.248  0.180
C: 0.370 0.966 1.280  1.027
H: 0.853 1.448 -2.189  0.234
H: -2.769 0.324 -2.032  0.392
H: -1.442 -1.347 1.597  0.647
H: 1.918 -1.913 0.609  0.263
H: 2.862 -1.540 -0.843  0.545
H: 2.171 0.259 -2.444  0.528
H: 0.153 -1.667 1.597  0.493
H: -2.030 1.315 1.430  0.395
H: -0.964 -2.288 0.256  0.410

Forces on atoms 1 to 3 (eV/Å):
0.2 -1.7 -0.1
0.8 1.0 0.1
0.4 1.8 -2.3

Calculated values
- E_LUMO (eV) = -2.68
- SMILES = C[NH+](C)[C@@]1(C)C(C)(C)[C@]23C=C[C@]12O3
- net charge = +1
- DFT total energy (a.u.) = -559.45020
- energy above the lowest of the compared OMol25 structures with the same formula, charge and spin (eV) = 6.3480